38
Properties=species:S:1:pos:R:3:nbo_charge:R:1 method="wB97M-V/def2-TZVPD" lumo_ev="-3.201 / -5.980" charge=+1 spin_multiplicity=6 homo_lumo_gap_ev="9.78 / 6.96" de_lowest_kcal_mol=0.00
Ru -0.13693 -0.24314 0.85040 1.697
O -2.63845 2.84469 0.05789 -0.701
Cl -2.17984 1.52928 -0.07898 2.522
O -2.06762 0.85538 1.25216 -0.854
O -0.74918 1.48941 -0.52807 -0.845
O -2.96416 0.72015 -0.93842 -0.780
Br 1.68576 -0.24098 -1.29436 0.162
C 3.00948 -1.09623 -0.15934 -0.518
Br 2.16372 -2.39271 0.98969 0.129
H 3.44733 -0.32497 0.46104 0.260
H 3.72213 -1.60071 -0.79877 0.256
F 3.03205 -0.26451 4.25102 -0.303
C 1.92150 0.48154 4.31875 0.904
F 1.24342 0.15080 5.40608 -0.286
F 2.26528 1.76206 4.38198 -0.289
C 1.09499 0.21096 3.04639 0.699
O 1.49749 0.69787 1.95038 -0.692
O 0.07611 -0.51116 3.09286 -0.640
C -2.91940 -2.00247 2.45736 -0.417
N -3.37464 -1.99659 1.07018 -0.403
C -4.75603 -1.56036 0.87237 -0.413
C -2.49967 -2.07314 0.06784 0.827
O -1.24033 -1.85593 0.29341 -0.765
N -2.85866 -2.40292 -1.16992 -0.392
C -1.92735 -2.17440 -2.26940 -0.405
C -4.01923 -3.23675 -1.46813 -0.410
H -3.64821 -2.55045 3.05285 0.225
H -2.83782 -0.98555 2.84482 0.218
H -1.95708 -2.49828 2.54011 0.228
H -4.94910 -0.74301 1.56772 0.226
H -5.46629 -2.36297 1.07017 0.214
H -4.89081 -1.18204 -0.13625 0.228
H -1.42586 -1.21839 -2.14217 0.215
H -2.50021 -2.13250 -3.19276 0.226
H -1.18910 -2.97502 -2.33771 0.213
H -4.40615 -3.68027 -0.55560 0.223
H -3.69708 -4.04061 -2.12904 0.223
H -4.80637 -2.66846 -1.96376 0.217